Record 1
Computed, not measured: C58H50MgO3P2S as an isolated structure, with the ωB97M-V functional and the def2-TZVPD basis.

* HOMO level: -11.4 eV
* HOMO-LUMO gap: 0.2063 Ha
* total charge: +2

The geometry in XYZ format:
```
115
Properties=species:S:1:pos:R:3:forces:R:3:mulliken_charge:R:1
H 2.17385 3.34157 -3.48327 0.74 -0.03 0.62 0.2902
C -0.49470 4.64565 5.41059 0.62 -0.74 -0.88 -0.9391
C -0.07552 4.00801 -2.06490 -1.48 1.24 -1.03 0.7020
C -1.57608 2.59535 4.13377 -0.09 -0.30 2.41 -0.9444
O -2.33341 2.89556 -0.59939 -0.36 0.10 -0.88 -0.9279
C 3.56042 3.52602 -0.40081 0.34 -0.30 2.78 -0.2419
C -2.22845 4.98701 -3.62019 -0.75 3.06 0.43 -0.6423
H -0.21494 4.10515 6.29246 0.38 -0.11 0.62 0.4088
H 1.53365 5.56139 5.33651 0.43 -0.26 0.24 0.3438
H 0.06982 -1.44190 3.04968 0.25 -0.19 0.02 0.3686
C 0.56057 4.09720 0.74368 -0.25 -0.32 0.34 -0.2858
H -0.62982 -8.34505 -0.99160 -0.23 -0.06 -0.59 0.4144
O -1.01493 0.91165 -3.24014 0.01 0.25 0.42 -0.7607
H -2.35125 -4.70260 1.76660 0.57 0.15 0.43 0.5154
H -2.06918 2.22236 5.02562 -0.15 -0.17 -0.16 0.5045
C 2.55026 1.52459 2.67291 -0.13 0.57 -0.29 -0.9501
H 2.48218 -2.90689 -4.46471 0.25 0.06 0.02 0.6493
C -1.23826 -1.58263 0.84929 -0.31 0.07 0.04 -0.1241
H -6.06202 0.72170 1.39160 0.81 -1.34 -0.53 0.3271
C -0.28247 3.54891 1.79779 0.67 0.16 0.60 -1.8834
C 0.40905 -6.37538 0.55102 0.09 1.51 0.52 -1.2904
C -0.82302 -4.81962 -3.75013 -0.25 0.60 -0.34 -1.2010
C -4.06292 0.92650 0.74990 -0.90 1.16 -0.44 -0.0629
H -0.24665 -3.45557 1.15919 -0.25 0.24 -0.25 0.3033
O -0.14144 2.10040 -3.39505 0.02 -0.26 0.25 -0.3666
C -2.47923 -0.87280 0.95212 0.82 -0.07 -0.33 -1.8143
H 2.40043 1.16942 0.54556 0.31 0.22 -0.47 1.1131
C 2.64564 -1.86828 -0.41271 0.84 -0.04 -0.12 0.7159
C 1.33941 5.86599 2.32680 -0.06 0.43 0.31 -1.1720
H -1.67842 -4.95003 -4.43690 0.58 0.00 0.43 0.3391
C -0.49470 5.31475 -1.95395 -0.69 0.86 0.69 -0.7646
C 3.71585 -2.34617 -1.31561 -1.27 -0.29 -1.02 -1.5029
C 4.32120 3.28708 -3.02178 -0.61 0.10 -0.68 -0.7426
C 1.24745 5.25167 1.05353 1.33 0.72 -0.32 0.6773
H -6.64044 -2.44281 1.47041 1.27 0.17 0.56 0.3414
H 1.91663 5.73654 0.32186 -0.50 -0.53 0.02 0.5455
H 3.18908 2.42241 2.59574 -0.18 -0.73 -0.14 0.3580
C -1.55460 5.81393 -2.70797 0.01 -0.14 -0.43 -0.8548
C -0.41376 -2.78589 -4.98968 -0.76 1.76 -0.38 -1.5723
C -4.87025 -1.12948 1.60555 -0.96 -0.03 -0.23 0.2756
H -1.34958 -3.07059 -5.49657 0.42 -0.05 0.23 0.4014
C 0.68212 5.26960 3.37011 -0.29 0.37 0.19 0.1527
C 4.88315 3.48168 -0.62893 2.17 0.13 -3.81 -1.1365
H 0.99381 -6.83557 1.28225 1.17 -1.27 1.14 0.5497
C 0.43116 -8.18626 -1.16512 -0.40 0.86 -0.90 -2.0872
C 2.10286 0.85204 1.51989 -0.68 0.43 1.67 0.0011
C 5.27680 3.36330 -2.02428 0.24 0.50 1.54 -0.6197
C 1.08679 -3.42149 -2.98651 -1.09 -0.83 1.22 1.2378
H -2.99173 5.40567 -4.24496 -0.45 0.26 -0.01 0.4935
H 1.93564 6.79499 2.46221 -0.47 -0.88 -0.19 0.4479
S -1.67919 1.75776 0.16711 1.52 -0.67 0.21 1.0768
C 1.22081 -4.44145 -1.86086 1.30 -0.20 0.60 0.0577
H 5.67617 3.62769 0.08660 -0.24 -0.19 0.38 0.5101
H -1.39680 5.17273 5.64185 -0.64 0.31 0.12 0.2940
C -0.04572 -3.72853 -3.92381 0.02 -0.50 0.48 0.5887
H 0.82540 -8.48554 -2.14460 -0.65 0.01 0.08 0.3848
H -1.84395 6.86290 -2.56577 0.01 -0.56 -0.17 0.4788
H -6.28386 -1.82067 3.05272 0.27 -0.24 0.05 0.3319
H -1.17471 -6.75073 -2.83617 0.49 0.64 0.38 0.3428
C -2.30104 -3.61899 1.70676 -1.55 0.55 -0.27 -1.1487
H 4.72321 -2.40743 -0.99109 0.69 0.09 0.69 0.5586
C 1.14795 -0.17201 1.65545 -0.03 -0.76 -0.36 0.9859
H -0.59342 -1.75981 -4.58414 0.04 -0.53 -0.04 0.1423
H 2.98921 -1.23726 0.47218 -0.66 -0.89 -1.41 0.4711
C 0.84908 -6.77097 -0.84389 0.78 1.14 -0.75 0.8976
C 2.11287 1.13658 3.95616 2.02 0.46 -0.76 -0.7743
H 0.32110 -2.61181 -5.75927 0.53 -0.23 -0.30 0.3109
C 3.53055 -2.69440 -2.61039 -0.27 0.35 0.43 -0.8658
P 0.27025 -0.87443 0.18400 0.69 -0.29 0.42 0.3099
H 0.23522 6.66833 5.01868 0.28 -0.58 -0.38 0.3249
H 6.34242 3.43903 -2.27786 -0.52 -0.32 0.07 0.4065
C 0.40188 -5.65722 -1.83427 -0.25 -1.61 -0.30 -0.6135
H 1.98626 -6.82975 -0.87253 -1.17 0.58 0.08 0.3222
C 2.60310 3.46369 -1.35206 -0.42 0.23 -1.49 0.9291
C -0.13504 4.14656 3.11253 0.43 -0.49 -1.68 1.0257
H 3.26515 3.53403 0.62838 -0.31 0.25 0.52 0.2744
H 4.58701 3.19526 -4.09719 -0.03 0.14 1.00 0.4276
H 2.20873 -4.58626 -1.40037 -0.28 0.04 -0.47 0.4451
H -2.37753 3.16826 -4.59989 0.11 -0.81 -0.06 0.6365
C -3.56481 -1.58480 1.47510 0.60 -0.44 0.09 1.0917
H -4.20838 1.99111 0.50446 -0.33 -0.60 0.20 0.5323
C -1.18605 2.44489 1.76540 -0.04 0.08 -0.35 0.3430
H 4.39097 -2.98990 -3.18753 0.30 -0.17 0.12 0.5050
C -4.82463 -3.39707 2.42736 -0.19 -1.42 -2.56 -0.7258
H 1.91516 -1.55200 -3.48802 0.42 -0.66 0.02 -0.0210
H 0.59012 -5.30874 0.83564 -0.33 -0.50 -0.75 0.0921
C 1.33926 0.02096 4.02311 -0.71 -1.48 0.60 -0.9167
C 0.66674 -3.09070 -1.52325 -2.57 0.20 -0.14 0.4412
H -4.70548 -3.65955 3.45712 -0.19 -0.27 0.63 0.3154
H -5.16032 -4.35029 1.80599 0.66 1.83 1.50 0.2817
C -1.19276 -2.91016 1.21390 0.21 -0.75 0.37 0.4263
C 0.82430 -0.68039 2.91282 0.17 1.82 0.27 -0.9566
C 2.27403 -2.62220 -3.43299 -0.24 1.22 -0.51 -0.5301
H 1.18147 -0.35845 5.01456 -0.48 -0.32 0.28 0.4732
C -0.59217 -5.81327 -2.73952 0.28 -0.80 0.41 -0.7138
H -1.75935 3.00594 -2.03184 0.14 0.15 0.76 0.3061
C 2.95327 3.36938 -2.68928 0.07 -0.19 -0.86 -0.6039
H -0.15510 5.97610 -1.16827 0.47 -0.14 0.00 0.4692
H -0.59874 -6.64589 0.84072 -0.51 0.07 -0.51 0.3609
C -0.80454 3.27597 -3.05749 1.12 -2.82 0.84 0.3109
C -2.81090 0.46332 0.59777 0.77 0.49 0.03 0.4429
H -0.44973 -3.15069 -1.33596 1.30 0.25 -0.47 0.1814
P 0.94817 3.18388 -0.83440 -1.39 -0.45 0.68 1.7372
H 2.61599 1.55140 4.87279 -0.97 -0.21 -1.06 0.4370
C -3.48750 -2.90755 1.88609 0.96 -1.86 0.05 -0.0610
C -1.88425 3.71412 -3.82367 0.81 -0.55 -0.10 -0.7736
H -2.44093 1.12519 2.84919 0.13 0.15 0.23 0.4369
C -0.75307 3.66809 4.27439 -0.25 1.18 -0.77 0.0576
C 0.57750 5.62339 4.84721 -0.80 0.61 -0.18 -0.8279
C -1.75712 1.96649 2.93251 -0.54 -0.37 -1.71 -0.0991
C -5.77064 -2.21062 2.16403 -1.20 0.46 -0.29 -0.7568
H 0.90916 -8.79249 -0.46514 0.87 -1.22 1.25 0.5735
Mg 0.05829 0.71112 -1.63418 -0.21 0.75 -0.60 1.9411
C -5.12038 0.12798 1.18323 -2.08 2.39 0.96 -1.2425
C 1.32723 -2.12917 -0.64161 0.81 0.58 1.18 -0.2497
```
Positions in Å, forces in eV/Å.

=====

Record 2
Computed, not measured: C58H50N2P3PtSSi as an isolated structure, with the ωB97M-V functional and the def2-TZVPD basis.

* HOMO level (alpha / beta): -7.8 / -10.0 eV
* spin multiplicity: 3
* ⟨S²⟩: 2.010
* HOMO-LUMO gap (alpha / beta): 0.2322 / 0.2289 Ha
* total charge: +1

The geometry in XYZ format:
```
116
Properties=species:S:1:pos:R:3:forces:R:3:mulliken_charge:R:1
C 1.69301 0.90022 -6.02876 0.00 0.01 -0.02 -0.7458
H 1.84394 6.00555 5.47258 0.00 0.00 0.00 0.3675
C -4.63254 -2.46899 -2.95714 -0.03 0.04 0.00 -1.0933
C 3.98734 -0.84219 -1.15272 0.03 0.04 -0.05 -0.9663
C -4.03051 -1.32450 -2.46283 -0.05 -0.03 -0.05 -0.4423
H -6.33491 2.16598 1.87295 0.02 -0.01 -0.02 0.4231
H -4.01953 0.01635 3.97054 0.03 -0.01 -0.01 0.5081
C -0.88038 -4.88365 1.11077 -0.04 -0.09 -0.05 -0.5743
C -0.02794 -2.83470 2.02344 -0.14 0.06 -0.04 -0.2571
H -6.06634 -0.28149 1.60200 0.03 0.03 -0.01 0.4633
H -2.85448 2.48701 -5.42706 0.02 0.01 0.02 0.4382
H 3.83465 -1.91337 -1.11442 -0.01 0.00 0.01 0.3542
C -4.00322 -3.70067 -2.81841 0.02 -0.01 0.01 -0.7641
H -1.00211 -6.54102 2.46428 0.00 0.01 -0.01 0.4442
H 4.14640 1.79280 2.95910 0.00 -0.03 0.00 0.4679
C 2.65059 -2.90632 -3.42134 -0.01 -0.08 -0.02 -0.2997
H 0.45729 -5.48498 -1.56018 0.02 0.04 -0.02 0.3609
H 0.99501 5.03555 1.44323 0.01 -0.01 -0.03 0.1975
H 3.61446 -4.60520 -4.30238 -0.02 0.01 0.02 0.4299
C -2.11659 -0.42087 3.09093 0.04 0.04 -0.01 -0.3407
C -1.75067 1.35786 -2.43211 0.00 0.07 -0.04 0.2813
N 0.86910 4.91216 2.43267 0.03 -0.01 0.08 -0.0956
H 1.77104 1.37121 2.43475 -0.01 -0.02 -0.01 0.1556
H -1.29358 -5.45835 0.28695 0.03 0.02 0.03 0.3199
H -2.54108 -0.77145 2.15951 -0.03 0.04 -0.01 0.1383
H 2.21042 -6.24282 -3.09375 0.00 0.02 0.00 0.4498
H -0.76895 -1.23489 -3.96206 0.02 0.02 -0.01 0.0888
C 2.46412 0.54161 2.54072 0.00 0.03 -0.03 0.1957
C 1.96640 0.63516 -4.69355 -0.03 0.01 0.04 -0.8924
C -2.27226 2.44748 -4.51452 0.00 0.00 -0.05 -0.6346
C 5.14096 -0.29157 -0.61078 0.02 -0.02 -0.01 -0.7509
C -0.73444 -0.40481 3.24926 0.07 0.06 0.16 0.7153
H -1.10213 4.18006 -4.99727 -0.01 -0.02 0.02 0.4058
C 4.69196 -0.28554 2.92513 0.00 0.00 0.02 -0.7242
H 0.88624 0.01551 4.60567 -0.01 0.00 -0.01 0.3807
H -4.47388 -4.59561 -3.20518 0.00 0.01 0.01 0.4330
C -1.28672 3.39527 -4.27406 -0.03 -0.01 -0.04 -0.8575
H -0.06789 -5.27711 4.37417 0.00 0.01 -0.01 0.4292
C -3.34368 0.75002 -0.13845 0.03 0.17 0.00 0.9407
C 0.09225 3.86739 2.76983 0.03 -0.01 0.13 -0.3027
H -5.60047 -2.40251 -3.43818 0.03 -0.01 0.01 0.4386
H 2.32764 4.45036 4.79232 -0.01 -0.01 0.00 0.2519
C 1.06204 -4.74643 -2.07777 -0.04 -0.04 0.00 -0.7318
H -3.04467 0.77812 6.11417 0.02 -0.01 -0.02 0.4176
C 1.56997 5.23570 4.75255 0.01 -0.02 -0.01 -0.5355
P -1.97470 0.09199 -1.14760 -0.17 -0.09 -0.05 1.4513
H 0.97369 6.78785 3.37651 -0.04 0.00 0.01 0.3256
C -0.52738 -3.54614 0.92044 0.14 0.09 -0.02 0.3709
C 0.13503 -3.45776 3.25937 -0.08 -0.08 0.03 -0.2384
Si -0.51074 -2.65559 -0.74656 0.22 -0.58 -0.01 1.7066
H -0.18005 2.26689 -1.28009 0.04 0.01 0.06 0.2553
C -0.07945 -0.62044 -4.53469 -0.05 0.01 0.01 -0.2329
H -4.55821 -0.38037 -2.52055 0.02 0.00 -0.02 0.5982
C 5.34555 1.07821 -0.64771 0.00 0.00 -0.01 -0.6696
C 3.23025 1.36586 -1.75277 -0.02 0.01 0.04 -0.2841
C -0.18634 0.01363 4.45864 -0.02 0.02 -0.07 -0.2667
C -0.34366 -0.36302 -5.86916 -0.03 0.00 0.02 -0.7196
C -0.53810 3.33215 -3.10869 0.01 -0.03 0.06 -0.9594
C 2.84512 -4.26236 -3.62182 0.01 0.03 -0.01 -0.9256
C -5.49528 1.77084 1.31481 0.01 0.01 0.00 -0.6790
C -5.34264 0.39796 1.16729 -0.04 -0.01 0.06 -0.7165
H -4.68663 3.70375 0.84381 0.00 -0.02 0.00 0.4796
C -2.94580 0.01297 4.11156 -0.02 -0.02 -0.07 -0.6818
Pt 0.13488 -0.48288 -0.35492 -0.39 0.39 0.06 2.5536
C 2.05345 -5.18204 -2.94226 0.00 -0.02 -0.02 -0.8266
C 1.66769 -2.47267 -2.53347 -0.02 -0.07 0.11 0.1048
C -3.50615 2.12734 0.01153 0.04 -0.09 0.07 -0.9529
H 2.47282 2.02288 -2.16571 -0.02 -0.02 0.00 0.4136
C 3.02944 -0.01724 -1.74079 0.07 -0.06 0.04 0.5906
H 0.23921 4.14200 6.06390 0.01 -0.03 0.01 0.3753
H -4.18729 -1.18415 0.32112 0.04 0.06 0.03 0.3237
H 2.57374 -2.84335 2.28535 0.00 0.01 0.00 0.4121
C 1.07451 -0.11820 -3.93450 0.13 -0.03 -0.06 1.1597
C 0.21529 4.64263 5.09790 0.01 -0.01 0.03 -0.6479
H 4.93911 -2.41303 2.79773 -0.01 0.02 -0.01 0.4252
C 2.90957 -1.82633 2.44312 -0.01 0.03 0.04 -0.9532
C -2.39753 0.44550 5.31171 0.03 0.02 0.05 -0.5268
C -0.72048 -5.50306 2.34020 -0.01 0.00 -0.01 -0.8167
H -0.77337 2.91272 4.28888 0.01 -0.03 0.03 0.0283
C 3.79900 0.77515 2.82485 -0.02 0.06 0.02 -0.6637
H 5.73481 -0.09755 3.14949 -0.02 0.00 -0.01 0.4319
C 2.00622 -0.76766 2.36815 0.10 -0.12 -0.13 0.0531
H -2.31557 -4.75408 -2.04488 -0.01 0.04 -0.01 0.3088
C 0.54099 0.40187 -6.61806 0.00 0.01 0.00 -0.6925
P 0.27711 -1.02912 1.87772 -0.06 -0.14 0.31 0.3506
H -1.24110 -0.76297 -6.32513 0.02 0.01 0.00 0.4862
C 1.51454 5.83819 3.35884 -0.01 -0.02 -0.02 -0.6601
C -4.27367 -0.10972 0.44852 0.00 -0.11 -0.03 -0.7561
H 0.51040 -2.89507 4.10658 -0.01 0.01 0.01 0.5226
H -3.26197 0.69172 -3.82243 0.01 0.01 0.02 0.2699
H 2.88404 1.00473 -4.25559 -0.01 -0.01 -0.01 0.4852
H 4.53982 2.97832 -1.24569 0.00 -0.02 0.00 0.4593
H 6.24657 1.50424 -0.22458 -0.01 -0.01 -0.01 0.4248
H 2.39225 1.48684 -6.61158 -0.02 -0.02 0.01 0.4622
P 1.42496 -0.68945 -2.24597 0.07 0.25 -0.24 0.7741
C 4.38709 1.90649 -1.22066 0.02 0.03 0.00 -0.8846
H -0.58972 0.74309 6.43339 -0.02 -0.01 -0.04 0.4624
H 2.52168 6.03999 2.99493 0.01 0.03 -0.02 0.3360
H 0.33636 0.60131 -7.66223 0.00 0.00 0.02 0.4028
N -0.13746 3.66614 4.08049 -0.01 0.13 -0.04 0.1389
C 4.24700 -1.58297 2.72877 0.01 -0.01 0.01 -0.8613
C -0.19889 -4.79325 3.41483 0.03 0.04 0.00 -0.9593
H -0.53786 5.43582 5.15426 -0.02 -0.01 -0.01 0.3069
H -2.79888 2.81175 -0.43374 0.04 0.03 -0.03 0.3951
C -2.50873 1.43419 -3.59837 0.06 0.00 0.03 -0.7539
H 5.87998 -0.94010 -0.15731 -0.02 0.02 0.00 0.4587
H 0.22717 4.07296 -2.91058 -0.02 -0.01 -0.01 0.4920
C -2.78443 -3.78222 -2.16553 -0.01 -0.07 -0.01 -0.9148
C 0.84232 -3.38358 -1.86008 -0.07 0.04 0.04 0.2951
C -2.77751 -1.39975 -1.85127 0.04 0.07 0.02 -0.4554
C -1.01996 0.43294 5.48767 -0.03 0.05 0.05 -0.9115
C -2.15606 -2.63914 -1.66528 0.11 -0.04 -0.03 1.0068
C -4.57540 2.63247 0.73644 0.02 -0.02 0.02 -0.6948
S -0.54827 2.82838 1.61493 0.02 -0.05 -0.18 -0.0217
H 3.26678 -2.18559 -3.94757 0.00 0.00 0.00 0.5130
C -0.76506 2.31676 -2.19047 -0.10 0.02 -0.15 0.4283
```
Positions in Å, forces in eV/Å.

=====

These records have maximum force values of 4.389, 0.622 eV/A, in the order they appear.
These records have energy relative to the best compared isomer or geometry (same formula, charge and spin) values of 495.2, 17.0 kJ/mol, in the order they appear.